DFT (wB97M-V/def2-TZVPD) results for a structure of composition C3H3N3O4S2 in a non-equilibrium geometry.

ORCA input file:
```
! wB97M-V def2-TZVPD RIJCOSX def2/J DEFGRID3
* xyz -2 1
C -0.447 0.653 1.240
C -0.220 1.950 1.769
C 0.478 0.516 0.240
N 1.219 1.564 0.061
N 0.831 2.425 1.040
N 0.092 -1.499 -1.071
O 1.249 -3.749 -0.449
O -2.376 -1.388 -0.579
O 2.204 -2.298 -2.153
O -1.636 -0.026 -2.418
S 0.963 -2.801 -1.584
S -1.457 -1.346 -1.729
H -1.243 0.025 1.759
H -0.779 2.472 2.642
H 1.121 3.501 1.231
*
```

The value obtained for the LUMO energy (spin up / spin down) is 0.198 / 0.201 Ha. Its energy above the lowest of the compared OMol25 structures with the same formula, charge and spin is 455.93 kJ/mol. For the orbital gap (spin up / spin down), the calculation gives 5.104 / 4.828 eV.

Charges computed using natural (NBO), reported in e:
1. C -0.401
2. C -0.114
3. C 0.278
4. N -0.363
5. N -0.390
6. N -1.016
7. O -1.031
8. O -1.088
9. O -1.024
10. O -1.071
11. S 1.789
12. S 1.627
13. H 0.241
14. H 0.189
15. H 0.373